# 1
Molecular formula: CH4N2O
Method: DFT, wB97M-V/def2-TZVPD

Structure (XYZ):
```
8
CH4N2O (wB97M-V/def2-TZVPD)
N -0.986 -0.687 -0.013
C 0.128 0.087 0.262
N 0.870 0.765 -0.771
O 1.366 -0.438 -0.059
H -1.849 -0.521 0.468
H -0.971 -1.324 -0.789
H 0.048 0.592 1.226
H 1.395 1.527 -0.325
```

Values from the calculation:
E_tot = -225.16523 a.u.
Relative energy (zero: lowest compared OMol25 entry of this formula, charge and spin) = 332.8 kJ/mol
Frontier orbital gap = 10.64 eV
E_LUMO = 1.0 eV
Molar mass = 60.056 g mol⁻¹
2S+1 = 1
F_max = 0.0061 Eh/bohr
SMILES string = N[C@@H]1NO1

# 2
Molecular formula: C7H13NO
Method: DFT, wB97M-V/def2-TZVPD

Structure (XYZ):
```
22
C7H13NO (wB97M-V/def2-TZVPD)
C 0.195 2.471 -0.987
C -0.203 1.250 -0.147
C -1.574 1.442 0.406
C 0.348 -0.018 -0.734
C -0.278 -1.300 -0.257
C 0.335 -2.672 -0.364
N 0.026 -1.915 1.015
C 1.205 -1.775 1.707
O 2.081 -2.625 1.519
H 0.401 3.339 -0.402
H 1.109 2.162 -1.564
H -0.597 2.778 -1.729
H 0.296 1.278 0.930
H -1.787 0.833 1.330
H -1.665 2.463 0.809
H -2.309 1.167 -0.353
H 0.128 0.086 -1.789
H 1.408 -0.024 -0.612
H -1.426 -1.275 -0.303
H 1.380 -3.124 -0.444
H -0.374 -3.533 -0.485
H 1.301 -1.009 2.454
```

Values from the calculation:
E_tot = -404.41532 a.u.
Relative energy (zero: lowest compared OMol25 entry of this formula, charge and spin) = 294.4 kJ/mol
Frontier orbital gap = 10.42 eV
E_LUMO = 0.9 eV
Molar mass = 127.187 g mol⁻¹
2S+1 = 1
F_max = 0.0945 Eh/bohr
SMILES string = CC(C)C[C@H]1CN1C=O

# 3
Molecular formula: C38H39F6N6O3PbS
Method: DFT, wB97M-V/def2-TZVPD

Structure (XYZ):
```
94
C38H39F6N6O3PbS (wB97M-V/def2-TZVPD)
Pb 10.402 11.031 12.187
C 15.617 13.191 7.264
C 14.944 12.532 8.418
C 15.401 11.537 9.253
C 14.569 10.949 10.237
C 15.065 9.856 11.005
N 14.344 9.059 11.759
C 14.910 7.842 12.402
C 14.358 6.538 11.785
C 13.771 5.563 12.836
N 12.535 6.028 13.557
C 11.503 6.624 13.101
C 11.069 6.683 11.748
C 11.068 5.521 10.865
C 10.508 5.626 9.680
C 10.232 4.438 8.805
C 9.991 6.933 9.253
C 9.943 8.002 10.106
C 9.280 9.218 9.608
N 9.219 10.381 10.139
C 8.390 11.357 9.320
C 8.096 12.651 9.989
C 9.287 13.692 10.111
N 10.518 12.950 10.511
C 11.541 13.200 9.771
C 12.887 12.619 9.783
C 13.683 13.052 8.710
C 13.236 11.411 10.425
O 12.480 10.827 11.285
C 10.399 7.867 11.442
O 10.400 8.826 12.337
H 16.286 13.961 7.635
H 14.892 13.690 6.614
H 16.083 12.427 6.618
H 16.446 11.213 9.194
H 16.076 9.487 10.875
H 13.363 9.380 11.982
H 14.634 7.910 13.463
H 15.980 7.939 12.367
H 15.134 5.980 11.322
H 13.590 6.760 10.982
H 14.541 5.396 13.626
H 13.507 4.610 12.361
H 12.673 6.029 14.524
H 10.926 7.120 13.890
H 11.550 4.587 11.091
H 9.233 4.075 9.027
H 10.938 3.732 9.137
H 10.339 4.587 7.738
H 9.619 6.918 8.216
H 8.748 9.024 8.653
H 7.416 10.820 9.104
H 8.837 11.499 8.346
H 7.698 12.510 11.019
H 7.386 13.181 9.412
H 9.056 14.467 10.879
H 9.463 14.214 9.162
H 11.370 13.840 8.897
H 13.394 13.909 8.239
C 11.752 19.534 11.069
C 13.144 19.067 11.380
O 13.835 19.621 10.250
C 13.225 17.522 11.205
F 14.490 17.067 10.733
F 12.385 17.162 10.200
F 12.922 16.891 12.331
C 13.570 19.564 12.795
F 12.451 19.553 13.614
F 13.986 20.828 12.677
F 14.461 18.830 13.445
H 11.713 19.464 9.984
H 11.709 20.565 11.246
H 10.948 18.972 11.551
S 18.803 19.697 11.859
C 17.595 19.792 10.681
C 17.788 19.727 9.352
C 16.729 19.737 8.434
N 15.428 19.739 8.778
C 15.117 19.642 10.030
C 16.163 19.718 11.143
C 20.260 19.679 10.817
C 20.766 20.812 10.257
C 21.904 20.682 9.373
N 22.360 19.459 9.084
C 21.777 18.404 9.648
C 20.734 18.399 10.558
H 18.702 19.726 8.809
H 16.922 19.730 7.384
H 15.908 20.750 11.603
H 15.950 18.911 11.783
H 20.452 21.829 10.553
H 22.362 21.553 8.943
H 22.226 17.518 9.324
H 20.344 17.557 11.094
```

Values from the calculation:
E_tot = -3215.02593 a.u.
Relative energy (zero: lowest compared OMol25 entry of this formula, charge and spin) = 0.0 kJ/mol
Frontier orbital gap = 7.00 eV
E_LUMO = -8.0 eV
Molar mass = 981.024 g mol⁻¹
2S+1 = 1
Total charge = +3
F_max = 0.0872 Eh/bohr

# 4
Molecular formula: H10LiO5
Method: DFT, wB97M-V/def2-TZVPD

Structure (XYZ):
```
16
H10LiO5 (wB97M-V/def2-TZVPD)
Li -38.780 -6.886 -34.805
O -40.255 -6.231 -36.191
H -40.935 -6.604 -36.514
H -40.000 -5.633 -36.980
O -37.357 -7.540 -33.494
H -36.796 -6.848 -33.192
H -37.298 -8.337 -32.748
O -37.814 -7.659 -36.618
H -38.090 -8.319 -37.369
H -36.914 -7.866 -36.572
O -39.609 -5.529 -33.459
H -39.236 -4.922 -32.683
H -40.320 -4.901 -33.716
O -40.449 -8.421 -33.965
H -41.331 -8.035 -33.727
H -40.421 -9.342 -34.095
```

Values from the calculation:
E_tot = -389.55705 a.u.
Relative energy (zero: lowest compared OMol25 entry of this formula, charge and spin) = 155.6 kJ/mol
Frontier orbital gap = 12.16 eV
E_LUMO = -3.2 eV
Molar mass = 97.016 g mol⁻¹
2S+1 = 1
Total charge = +1
F_max = 0.2007 Eh/bohr

# 5
Molecular formula: CH5BrN3O
Method: DFT, wB97M-V/def2-TZVPD

Structure (XYZ):
```
11
CH5BrN3O (wB97M-V/def2-TZVPD)
C 0.745 -0.961 -0.092
N 1.832 -0.626 -0.657
N -0.118 0.800 0.031
N -1.224 0.794 0.741
O -0.018 -1.691 0.406
Br -3.086 -0.266 -0.257
H 1.871 0.146 -1.245
H 2.629 -1.227 -0.564
H 0.011 1.470 -0.688
H -1.618 1.738 0.934
H -1.025 -0.176 1.391
```

Values from the calculation:
E_tot = -2854.22832 a.u.
Relative energy (zero: lowest compared OMol25 entry of this formula, charge and spin) = 217.9 kJ/mol
Frontier orbital gap (spin up / spin down) = 8.17 / 8.40 eV
E_LUMO (spin up / spin down) = -5.9 / -5.7 eV
Molar mass = 154.975 g mol⁻¹
2S+1 = 1
Total charge = +1
F_max = 0.0876 Eh/bohr

# 6
Molecular formula: C47H85KNO21PbS8
Method: DFT, wB97M-V/def2-TZVPD

Structure (XYZ):
```
164
C47H85KNO21PbS8 (wB97M-V/def2-TZVPD)
K -1.079 -3.862 2.026
Pb 0.508 4.002 -2.640
C -1.099 -0.206 -1.251
C -0.844 -1.089 -0.130
C -0.040 -0.455 1.104
O 0.163 -1.214 2.093
C 0.613 0.816 0.996
C 0.446 1.436 -0.229
C -0.535 1.051 -1.281
O -0.990 1.880 -2.166
O 1.155 2.441 -0.399
O -1.212 -2.289 -0.105
H -1.783 -0.523 -2.025
H 1.369 1.160 1.687
C -4.271 -6.551 -2.148
C -4.299 -5.061 -2.508
C -3.691 -4.291 -1.290
S -4.237 -5.145 0.209
O -5.380 -4.543 0.939
O -2.990 -5.575 0.894
C -4.867 -6.613 -0.807
H -3.244 -6.895 -2.272
H -4.758 -7.226 -2.851
H -5.303 -4.664 -2.657
H -3.822 -4.861 -3.467
H -3.753 -3.204 -1.349
H -2.623 -4.494 -1.362
H -5.911 -6.340 -0.960
H -4.870 -7.536 -0.228
C -0.241 -1.989 -5.825
C -0.819 -3.368 -6.344
C -2.108 -3.063 -7.117
S -2.888 -1.817 -6.059
O -3.356 -2.578 -4.919
O -3.692 -0.934 -6.886
C -1.408 -1.041 -5.470
H 0.336 -1.440 -6.568
H 0.395 -2.078 -4.944
H -0.935 -4.115 -5.559
H -0.106 -3.900 -6.974
H -2.851 -3.821 -7.367
H -1.698 -2.727 -8.069
H -1.697 -1.125 -4.422
H -1.345 0.028 -5.672
C 0.694 3.013 5.533
C 0.163 1.776 4.751
C 1.081 0.563 4.913
S 2.476 1.080 6.019
O 3.584 1.515 5.185
O 2.653 0.051 7.008
C 1.623 2.546 6.684
H -0.212 3.531 5.851
H 1.129 3.621 4.740
H 0.128 1.957 3.677
H -0.901 1.609 4.920
H 1.409 -0.016 4.049
H 0.436 -0.139 5.442
H 2.355 3.250 7.080
H 1.065 2.324 7.593
C 4.310 3.044 1.830
C 3.470 3.828 2.898
C 3.252 5.248 2.347
S 4.845 5.683 1.541
O 5.632 6.497 2.476
O 4.515 6.329 0.293
C 5.486 3.889 1.422
H 3.666 2.789 0.989
H 4.564 2.052 2.203
H 3.887 3.838 3.906
H 2.428 3.547 3.049
H 3.012 6.047 3.050
H 2.525 5.381 1.546
H 6.197 3.733 2.233
H 5.853 3.721 0.409
C 2.547 -1.025 -1.574
C 2.370 -1.490 -3.050
C 2.228 -0.245 -3.943
S 3.257 1.110 -3.236
O 2.500 2.360 -2.957
O 4.472 1.267 -3.950
C 3.511 0.187 -1.629
H 3.040 -1.837 -1.039
H 1.577 -0.722 -1.178
H 1.595 -2.256 -3.081
H 3.181 -2.050 -3.515
H 1.233 0.144 -3.726
H 2.260 -0.297 -5.031
H 3.696 0.844 -0.780
H 4.451 -0.337 -1.804
C -3.034 4.131 1.496
C -3.590 5.001 0.304
C -2.595 6.194 0.200
S -0.918 5.705 0.671
O -0.330 6.686 1.644
O -0.095 5.364 -0.528
C -1.467 4.050 1.429
H -3.444 3.122 1.466
H -3.399 4.492 2.457
H -4.623 5.247 0.551
H -3.541 4.426 -0.620
H -2.847 6.981 0.911
H -2.389 6.659 -0.764
H -0.904 3.829 2.335
H -1.081 3.346 0.691
C -5.020 2.852 -4.270
C -3.859 2.672 -5.286
C -3.293 4.132 -5.393
S -3.354 4.862 -3.629
O -4.185 6.072 -3.568
O -1.972 4.840 -3.026
C -4.289 3.451 -2.973
H -5.588 1.981 -3.943
H -5.699 3.499 -4.825
H -4.171 2.223 -6.229
H -3.191 1.867 -4.981
H -4.022 4.721 -5.950
H -2.360 4.372 -5.904
H -4.859 3.850 -2.134
H -3.481 2.818 -2.605
C -4.774 -0.298 0.242
C -4.142 0.750 1.198
C -3.693 0.284 2.662
S -4.598 -1.349 2.790
O -5.360 -1.448 4.031
O -3.631 -2.412 2.587
C -5.618 -1.209 1.229
H -4.000 -0.940 -0.178
H -5.374 0.146 -0.553
H -4.919 1.502 1.339
H -3.255 1.119 0.682
H -4.133 0.989 3.367
H -2.644 0.140 2.918
H -6.455 -0.571 1.511
H -5.942 -2.154 0.792
C 2.185 -4.897 2.044
C 3.612 -4.388 2.327
C 4.459 -4.764 1.104
C 5.769 -3.950 0.985
C 5.551 -2.397 1.149
C 4.641 -2.019 2.397
N 3.488 -2.904 2.514
O 2.505 -2.464 3.411
C 5.489 -2.057 3.749
C 4.190 -0.611 2.103
C 4.202 -5.038 3.612
H 1.862 -4.231 1.244
H 2.142 -5.978 1.905
H 1.484 -4.709 2.857
H 4.551 -5.850 1.058
H 3.797 -4.698 0.240
H 6.556 -4.307 1.650
H 6.135 -4.173 -0.017
H 5.233 -1.969 0.198
H 6.506 -2.009 1.503
H 6.499 -2.426 3.567
H 5.064 -2.738 4.486
H 5.532 -1.111 4.288
H 3.408 -0.227 2.759
H 3.757 -0.642 1.103
H 5.065 0.039 2.088
H 5.265 -4.802 3.675
H 3.679 -4.798 4.537
H 4.145 -6.126 3.593
H 1.883 -1.891 2.955
```

Values from the calculation:
E_tot = -7454.51623 a.u.
Frontier orbital gap = 6.16 eV
E_LUMO = -3.4 eV
Molar mass = 1503.017 g mol⁻¹
2S+1 = 1
Total charge = +1
F_max = 0.0720 Eh/bohr